Record 1
This record from OMol25 describes 2 unconnected molecules or ions with the total composition C4H11N3O2 in a non-equilibrium geometry. The level of theory is ωB97M-V/def2-TZVPD.

Last column: Mulliken charge in e.
CARTESIAN COORDINATES (ANGSTROEM)
O 0.758 -0.774 -2.464  -0.476
O -1.108 -1.593 -1.535  -0.561
N -1.417 2.051 0.128  -0.564
N 0.569 0.896 0.118  -0.537
N -0.631 1.219 2.161  -0.184
C 0.551 -3.069 -2.492  -1.019
C -0.092 -1.795 -2.143  0.758
C -0.415 1.302 0.785  0.498
C 0.494 1.537 3.035  -0.890
H 1.611 -3.141 -2.380  0.325
H -2.306 1.612 -0.070  0.224
H -1.470 1.461 2.651  0.220
H -0.095 -3.557 -3.248  0.288
H -1.138 2.594 -0.685  0.232
H 0.798 0.564 3.492  0.308
H 1.417 0.476 0.515  0.161
H 0.543 2.350 3.759  0.319
H 0.296 0.047 -2.174  0.319
H 1.430 1.750 2.408  0.252
H 0.205 -3.929 -1.864  0.326

Properties
Structure (SMILES) ... [H]/N=C(/N)NC.CC(=O)O
M ... 133.2 g mol⁻¹
Energy ... -12890.5964 eV

Record 2
This record from OMol25 describes 2 unconnected molecules or ions with the total composition C4H11N3O2 in a non-equilibrium geometry. The level of theory is ωB97M-V/def2-TZVPD.

Last column: Mulliken charge in e.
CARTESIAN COORDINATES (ANGSTROEM)
O 3.872 -2.301 -0.204  -0.530
O 3.245 -0.227 -0.679  -0.470
N -2.524 0.775 -0.162  -0.269
N -3.627 0.865 1.839  -0.771
N -1.415 1.647 1.725  -0.474
C 1.647 -1.810 -1.260  -0.729
C -2.537 1.025 1.176  0.628
C -1.755 1.437 -1.257  -0.792
C 3.089 -1.611 -0.783  0.630
H 1.294 -0.804 -1.479  0.221
H 1.206 -2.095 -0.298  0.230
H -2.142 2.350 -1.720  0.269
H -4.476 0.652 1.337  0.191
H -1.613 0.590 -1.927  0.292
H -3.348 0.374 -0.575  0.206
H 3.997 -0.076 -0.103  0.312
H -0.647 1.421 1.102  0.189
H -1.213 1.397 2.683  0.283
H -0.820 1.854 -0.879  0.252
H 1.449 -2.463 -2.095  0.333

Properties
Structure (SMILES) ... [H]/N=C(/N)NC.CC(=O)O
M ... 133.2 g mol⁻¹
Energy ... -12891.1450 eV

Please write out number 1 again, unchanged.
This record from OMol25 describes 2 unconnected molecules or ions with the total composition C4H11N3O2 in a non-equilibrium geometry. The level of theory is ωB97M-V/def2-TZVPD.

Last column: Mulliken charge in e.
CARTESIAN COORDINATES (ANGSTROEM)
O 0.758 -0.774 -2.464  -0.476
O -1.108 -1.593 -1.535  -0.561
N -1.417 2.051 0.128  -0.564
N 0.569 0.896 0.118  -0.537
N -0.631 1.219 2.161  -0.184
C 0.551 -3.069 -2.492  -1.019
C -0.092 -1.795 -2.143  0.758
C -0.415 1.302 0.785  0.498
C 0.494 1.537 3.035  -0.890
H 1.611 -3.141 -2.380  0.325
H -2.306 1.612 -0.070  0.224
H -1.470 1.461 2.651  0.220
H -0.095 -3.557 -3.248  0.288
H -1.138 2.594 -0.685  0.232
H 0.798 0.564 3.492  0.308
H 1.417 0.476 0.515  0.161
H 0.543 2.350 3.759  0.319
H 0.296 0.047 -2.174  0.319
H 1.430 1.750 2.408  0.252
H 0.205 -3.929 -1.864  0.326

Properties
Structure (SMILES) ... [H]/N=C(/N)NC.CC(=O)O
M ... 133.2 g mol⁻¹
Energy ... -12890.5964 eV